Record 1
Density functional theory data (ωB97M-V/def2-TZVPD) for an isolated molecule of C5H8 in a non-equilibrium geometry.

Properties
ΔE to the lowest compared entry with this formula, charge and spin	2.032	eV
Kohn-Sham gap	10.2	eV
LUMO level	0.0483	Eh
HOMO	-0.326	Eh
SMILES	C=CC1CC1

Each line ends with the Mulliken charge.
Geometry (Å):
C 0.321 -0.419 1.151  -0.758
C -1.743 -0.007 -0.705  -0.765
C -0.624 0.649 -1.014  -0.267
C 0.499 0.646 -0.045  -0.035
C 1.492 -0.453 0.234  -0.508
H -0.279 -1.365 1.110  0.315
H 0.321 -0.045 2.173  0.249
H -2.527 -0.171 -1.428  0.278
H -1.871 -0.404 0.301  0.288
H -0.604 1.289 -1.906  0.333
H 1.038 1.629 -0.069  0.354
H 1.568 -1.276 -0.470  0.261
H 2.409 -0.072 0.669  0.256

=====

Record 2
Density functional theory data (ωB97M-V/def2-TZVPD) for an isolated molecule of C5H8.

Properties
ΔE to the lowest compared entry with this formula, charge and spin	1.292	eV
Kohn-Sham gap	11.1	eV
LUMO level	0.0419	Eh
HOMO	-0.365	Eh
SMILES	C#CC(C)C

Each line ends with the Mulliken charge.
Geometry (Å):
C 1.488 -0.124 -0.381  -1.300
C 0.061 -0.530 0.004  0.582
C -0.352 0.085 1.349  -1.344
C -0.937 -0.041 -0.959  -0.767
C -1.812 0.502 -1.583  0.122
H 1.772 -0.519 -1.361  0.342
H 1.562 0.967 -0.417  0.321
H 2.210 -0.489 0.360  0.348
H 0.018 -1.626 0.070  0.212
H 0.361 -0.136 2.152  0.371
H -1.350 -0.259 1.634  0.348
H -0.412 1.174 1.220  0.341
H -2.611 0.996 -2.087  0.424

=====

Record 3
Density functional theory data (ωB97M-V/def2-TZVPD) for a cluster of 36 separate species, C5H84BO42P in total.

Properties
Kohn-Sham gap	8.4	eV
LUMO level	-0.0218	Eh
HOMO	-0.332	Eh

Each line ends with the Mulliken charge.
Geometry (Å):
O 3.647 0.205 2.071  -1.000
P 3.168 0.842 0.844  0.774
O 2.470 2.248 0.986  -0.597
O 2.173 -0.077 0.076  0.119
C 1.330 0.448 -0.986  0.269
C -0.065 -0.151 -0.997  -0.294
C -0.598 -0.678 0.345  0.263
C -0.817 -2.190 0.355  -0.917
O -2.179 -2.514 0.038  -0.376
O 4.318 1.239 -0.136  -0.151
C 5.529 0.433 -0.076  -0.655
B 5.398 -1.046 -0.638  0.919
O 4.623 -1.373 -1.676  -0.609
O 6.195 -2.026 -0.053  -0.650
H 1.556 2.182 1.307  0.411
H 1.254 1.528 -0.884  0.121
H 1.827 0.265 -1.934  0.006
H -0.115 -0.941 -1.746  0.366
H -0.710 0.657 -1.327  0.204
H 0.005 -0.376 1.199  0.518
H -1.571 -0.216 0.461  -0.269
H -0.168 -2.657 -0.391  0.275
H -0.590 -2.640 1.317  0.218
H -2.289 -2.162 -0.858  0.158
H 6.263 0.957 -0.692  0.177
H 5.896 0.431 0.948  0.137
H 4.127 -0.635 -2.065  0.276
H 5.857 -2.321 0.802  0.346
O 3.670 1.008 -3.090  -0.664
H 4.619 1.131 -3.244  0.359
H 3.369 1.861 -2.747  0.313
O -3.735 0.615 0.766  -0.366
H -4.492 0.093 1.049  0.180
H -4.109 1.392 0.331  0.188
O 5.744 0.381 4.114  -0.654
H 5.008 0.479 3.490  0.460
H 6.436 -0.030 3.584  0.353
O -2.443 3.432 -0.259  -0.530
H -1.810 4.158 -0.217  0.294
H -2.561 3.168 0.663  0.174
O 2.368 3.522 -1.988  -0.798
H 2.607 4.453 -1.881  0.302
H 2.503 3.136 -1.111  0.309
O -1.311 1.620 2.481  -0.546
H -2.208 1.336 2.257  0.257
H -1.257 1.529 3.446  0.253
O -0.388 1.041 5.182  -0.548
H -0.837 0.523 5.868  0.302
H 0.497 1.234 5.508  0.238
O 2.388 0.436 4.579  -0.573
H 2.663 0.060 3.729  0.361
H 2.997 0.070 5.227  0.260
O -4.159 -3.738 1.823  -0.614
H -3.516 -3.585 1.108  0.366
H -4.991 -3.916 1.378  0.238
O -2.744 -1.287 -2.475  -0.531
H -2.317 -1.165 -3.336  0.286
H -3.675 -1.076 -2.576  0.226
O 0.018 -5.041 -1.326  -0.565
H 0.343 -5.562 -2.068  0.267
H 0.538 -5.378 -0.591  0.279
O 8.444 -0.244 1.283  -0.706
H 7.664 -0.724 0.962  0.367
H 8.986 -0.953 1.644  0.309
O 2.067 -7.200 -1.842  -0.563
H 2.365 -7.677 -2.626  0.299
H 2.594 -7.547 -1.117  0.274
O -2.107 0.418 7.310  -0.653
H -2.855 -0.112 7.601  0.326
H -2.485 1.122 6.764  0.403
O 0.018 -3.965 3.235  -0.587
H -0.473 -4.377 3.951  0.278
H 0.852 -3.689 3.627  0.293
O -0.735 -0.569 -4.390  -0.714
H -0.841 0.390 -4.322  0.399
H 0.160 -0.706 -4.064  0.268
O -0.016 2.074 -3.279  -0.543
H 0.943 2.017 -3.365  0.355
H -0.159 2.976 -2.957  0.270
O -7.113 -4.547 1.401  -0.619
H -7.984 -4.866 1.141  0.279
H -7.108 -4.600 2.364  0.311
O 1.005 6.019 -2.205  -0.662
H 0.736 6.531 -2.973  0.285
H 0.566 5.165 -2.317  0.437
O -5.655 3.270 0.652  -0.565
H -6.440 2.770 0.909  0.324
H -6.025 4.044 0.216  0.233
O -5.174 -5.348 -1.114  -0.589
H -4.285 -5.175 -0.787  0.303
H -5.772 -5.078 -0.408  0.289
O 7.544 -3.048 2.272  -0.592
H 7.816 -3.287 1.377  0.315
H 8.219 -3.416 2.850  0.273
O 7.297 -0.552 6.459  -0.631
H 6.645 -0.374 5.767  0.370
H 8.016 -1.015 6.022  0.282
O -2.656 2.878 5.922  -0.687
H -1.740 2.685 5.665  0.338
H -2.728 3.836 5.916  0.294
O -8.267 2.503 -0.318  -0.624
H -7.935 2.421 -1.218  0.318
H -9.165 2.835 -0.410  0.306
O 5.822 2.203 -4.730  -0.645
H 5.118 2.224 -5.386  0.320
H 6.575 1.806 -5.178  0.310
O 9.245 0.369 -1.477  -0.638
H 8.973 0.169 -0.568  0.418
H 9.950 1.015 -1.382  0.307
O -1.302 4.572 -2.589  -0.637
H -1.982 3.932 -2.342  0.229
H -1.789 5.363 -2.858  0.258
O -5.535 -7.092 2.224  -0.635
H -5.800 -6.188 2.027  0.365
H -4.574 -7.065 2.223  0.322
O -3.439 6.594 -2.834  -0.614
H -4.354 6.377 -3.060  0.292
H -3.373 6.491 -1.879  0.317
O -3.690 8.985 -4.628  -0.623
H -4.554 8.759 -4.987  0.306
H -3.422 8.190 -4.149  0.333
O 2.643 -7.164 -4.877  -0.621
H 2.994 -7.267 -5.766  0.305
H 1.749 -6.824 -4.990  0.315
O -5.259 -7.724 -2.947  -0.637
H -4.310 -7.766 -3.088  0.292
H -5.405 -6.853 -2.553  0.355
O -5.391 6.189 -4.989  -0.612
H -6.280 6.016 -5.314  0.293
H -4.825 6.163 -5.768  0.315
O -5.697 2.898 3.725  -0.642
H -5.684 3.208 2.812  0.379
H -6.368 2.211 3.764  0.295

=====

Record 4
Density functional theory data (ωB97M-V/def2-TZVPD) for an isolated molecule of C5H8B2O4S in a non-equilibrium geometry.

Properties
ΔE to the lowest compared entry with this formula, charge and spin	2.904	eV
Kohn-Sham gap (alpha / beta)	7.1 / 7.0	eV
LUMO level (alpha / beta)	0.0096 / 0.0019	Eh
HOMO (alpha / beta)	-0.253 / -0.256	Eh

Each line ends with the Mulliken charge.
Geometry (Å):
B 1.531 -1.428 0.440  0.685
B 1.658 1.220 -0.014  0.631
C -1.630 0.371 1.271  -0.650
C -2.984 0.380 0.782  -0.409
C -0.406 0.184 0.763  0.257
C 0.826 -0.019 0.533  0.057
C -2.533 -0.262 -1.998  -0.619
O 0.979 -2.604 0.919  -0.551
O 2.859 -1.348 -0.008  -0.583
O 1.178 1.658 -1.184  -0.503
O 2.648 1.917 0.768  -0.531
S -3.542 0.367 -0.845  0.003
H -1.590 0.276 2.433  0.156
H -3.729 0.484 1.546  0.357
H -1.473 -0.665 -1.931  0.210
H -2.904 -0.258 -2.956  0.341
H 1.716 -3.201 1.211  0.290
H 3.124 -2.138 -0.486  0.282
H 1.107 2.545 -1.478  0.288
H 3.163 2.519 0.235  0.287

=====

Record 5
Density functional theory data (ωB97M-V/def2-TZVPD) for a cluster of 2 separate species, C5H8Br2N3 in total in a non-equilibrium geometry.

Properties
ΔE to the lowest compared entry with this formula, charge and spin	2.609	eV
total charge	+1
Kohn-Sham gap	7.9	eV
LUMO level	-0.1646	Eh
HOMO	-0.456	Eh

Each line ends with the Mulliken charge.
Geometry (Å):
C 1.578 1.305 1.020  -0.375
C 0.270 1.310 1.490  -0.263
C 1.152 0.032 -1.001  0.034
C 1.967 0.777 -0.145  0.027
C -0.892 0.802 1.203  0.267
N -0.126 0.189 -1.174  -0.150
N -2.087 0.563 1.024  -0.250
N -0.830 -0.599 -1.983  -0.474
Br 3.834 0.745 -0.384  -0.082
Br -1.462 -3.240 -0.219  -0.246
H 2.293 1.631 1.690  0.459
H 0.160 1.590 2.548  0.304
H 1.613 -0.828 -1.405  0.444
H -2.434 -0.306 1.208  0.261
H -2.833 1.271 0.595  0.337
H -0.219 -1.184 -2.581  0.246
H -1.629 -0.198 -2.329  0.225
H -0.356 -3.858 0.445  0.234

=====

Record 6
Density functional theory data (ωB97M-V/def2-TZVPD) for a structure of composition C5H8Br6O in a non-equilibrium geometry.

Properties
ΔE to the lowest compared entry with this formula, charge and spin	0.000	eV
Kohn-Sham gap	9.2	eV
LUMO level	-0.0123	Eh
HOMO	-0.351	Eh

Each line ends with the Mulliken charge.
Geometry (Å):
C -0.854 -2.538 1.991  -0.655
C -1.271 -1.725 3.187  0.742
O -1.253 -0.520 3.124  -0.493
C -1.579 -2.480 4.461  -1.119
H -1.752 -2.911 1.486  0.294
H -0.336 -3.436 2.333  0.331
H -0.270 -1.956 1.286  -0.025
H -0.689 -3.034 4.754  0.318
H -2.464 -3.104 4.343  0.312
H -1.777 -1.756 5.252  0.309
C 1.775 3.350 -5.695  -0.322
Br 3.125 4.016 -4.424  -0.018
Br 0.342 2.385 -4.762  0.001
Br 2.624 2.203 -7.036  -0.015
H 1.330 4.148 -6.270  0.364
C 0.540 1.531 -0.907  -0.236
Br 2.288 2.358 -1.219  0.017
Br -0.271 2.014 0.793  -0.010
Br 0.635 -0.414 -1.027  -0.030
H -0.143 1.868 -1.669  0.233

=====

Record 7
Density functional theory data (ωB97M-V/def2-TZVPD) for a cluster of 2 separate species, C5H8BrCl in total in a non-equilibrium geometry.

Properties
ΔE to the lowest compared entry with this formula, charge and spin	3.845	eV
Kohn-Sham gap (alpha / beta)	8.6 / 8.1	eV
LUMO level (alpha / beta)	0.0043 / -0.0096	Eh
HOMO (alpha / beta)	-0.312 / -0.308	Eh

Each line ends with the Mulliken charge.
Geometry (Å):
C -0.463 1.440 0.335  0.160
C 0.355 0.472 0.437  -0.096
C -0.215 2.944 0.482  -0.996
C 0.673 -2.616 -0.809  -0.512
C -0.533 -1.952 -0.123  -0.288
Cl -2.108 -1.667 -0.950  -0.172
Br 2.138 0.311 0.572  -0.094
H -1.587 1.200 0.316  0.190
H 0.495 3.241 1.296  0.305
H 0.389 3.430 -0.413  0.246
H -1.071 3.692 0.715  0.284
H 0.238 -2.870 -1.771  0.307
H 0.967 -3.420 -0.155  0.238
H 1.475 -1.818 -0.760  0.064
H -0.752 -2.386 0.827  0.363

=====

Record 8
Density functional theory data (ωB97M-V/def2-TZVPD) for a cluster of 2 separate species, C5H8BrN in total in a non-equilibrium geometry.

Properties
ΔE to the lowest compared entry with this formula, charge and spin	6.485	eV
Kohn-Sham gap	8.0	eV
LUMO level	-0.0009	Eh
HOMO	-0.293	Eh

Each line ends with the Mulliken charge.
Geometry (Å):
C -1.356 -1.737 -1.378  -0.787
C 1.212 2.025 1.985  -0.436
C -0.205 -1.424 -0.762  -0.021
C 0.804 -0.251 1.059  0.012
C -0.047 1.045 -0.777  -1.043
N 0.222 -0.237 -0.146  0.210
Br 1.355 -1.910 1.955  -0.177
H -1.387 -2.792 -1.757  0.218
H -2.171 -1.075 -1.522  0.339
H 1.204 1.685 3.051  0.198
H 0.190 2.340 1.747  0.116
H 0.539 -2.240 -0.550  0.258
H -0.746 1.779 -0.216  0.331
H 0.767 1.788 -0.854  0.454
H -0.383 1.003 -1.835  0.326

=====

Record 9
Density functional theory data (ωB97M-V/def2-TZVPD) for a cluster of 2 separate species, C5H8BrN2 in total in a non-equilibrium geometry.

Properties
ΔE to the lowest compared entry with this formula, charge and spin	6.213	eV
total charge	+1
Kohn-Sham gap (alpha / beta)	7.1 / 8.6	eV
LUMO level (alpha / beta)	-0.2041 / -0.1820	Eh
HOMO (alpha / beta)	-0.464 / -0.500	Eh

Each line ends with the Mulliken charge.
Geometry (Å):
C -0.457 -1.889 -0.103  -0.457
C -1.751 -1.522 -0.389  -0.407
C 0.240 -0.709 -0.248  0.008
C -0.494 1.809 -0.531  -0.684
C 2.695 -0.807 0.931  -0.424
N -1.839 -0.249 -0.581  -0.244
N -0.596 0.308 -0.600  0.299
Br 3.893 -0.078 -0.231  0.119
H -0.012 -2.754 0.250  0.422
H -2.599 -2.118 -0.173  0.414
H 0.453 2.096 0.118  0.281
H -0.391 2.292 -1.552  0.246
H -1.483 1.962 -0.011  0.351
H 2.598 -1.839 0.751  0.338
H 2.346 -0.326 1.763  0.420
H -2.547 0.391 -1.024  0.317

=====

Record 10
Density functional theory data (ωB97M-V/def2-TZVPD) for the ion C5H8Cl2N3 with charge +1 in a non-equilibrium geometry.

Properties
ΔE to the lowest compared entry with this formula, charge and spin	1.429	eV
total charge	+1
Kohn-Sham gap	10.5	eV
LUMO level	-0.1612	Eh
HOMO	-0.547	Eh
SMILES	[H]/N=C(Cl)/[NH+]=C\N=C(\Cl)CC

Each line ends with the Mulliken charge.
Geometry (Å):
C -1.252 0.658 1.847  -0.063
C -2.531 0.286 -0.116  0.449
C 0.192 1.454 0.095  0.685
C 1.025 -0.848 -0.306  -1.283
C 1.177 0.649 -0.620  -0.359
N -0.222 1.100 1.287  -0.270
N -2.348 0.211 1.221  -0.138
N -1.640 0.648 -0.897  -0.367
Cl -4.214 -0.100 -0.626  -0.146
Cl 0.112 3.159 -0.345  -0.068
H -1.115 0.538 2.999  0.373
H 1.846 -1.494 -0.904  0.342
H 0.164 -1.391 -0.584  0.345
H 1.319 -0.907 0.675  0.399
H 1.165 0.619 -1.756  0.325
H 2.224 1.092 -0.559  0.352
H -3.095 -0.244 1.735  0.251
H -1.741 0.808 -1.874  0.173

=====

Record 11
Density functional theory data (ωB97M-V/def2-TZVPD) for an isolated molecule of C5H8ClF in a non-equilibrium geometry.

Properties
ΔE to the lowest compared entry with this formula, charge and spin	0.000	eV
Kohn-Sham gap	11.7	eV
LUMO level	0.0355	Eh
HOMO	-0.394	Eh
SMILES	FC1(Cl)CCCC1

Each line ends with the Mulliken charge.
Geometry (Å):
C -1.176 0.310 -0.021  0.660
C -0.249 0.312 -1.234  -0.790
C 0.957 -0.533 -0.758  -0.578
C 0.919 -0.443 0.790  -0.534
C -0.295 0.433 1.225  -0.779
H 0.067 1.370 -1.372  0.267
H -0.764 -0.043 -2.091  0.389
H 1.864 -0.146 -1.141  0.357
H 0.879 -1.564 -1.078  0.258
H 0.852 -1.463 1.226  0.282
H 1.775 0.090 1.130  0.345
H -0.810 0.161 2.134  0.361
H 0.053 1.489 1.240  0.273
F -2.086 1.309 -0.083  -0.313
Cl -1.990 -1.281 0.033  -0.199

=====

Record 12
Density functional theory data (ωB97M-V/def2-TZVPD) for an isolated molecule of C5H8ClN in a non-equilibrium geometry.

Properties
ΔE to the lowest compared entry with this formula, charge and spin	1.232	eV
Kohn-Sham gap	9.6	eV
LUMO level	0.0319	Eh
HOMO	-0.322	Eh
SMILES	C=C(C)/N=C(/C)Cl

Each line ends with the Mulliken charge.
Geometry (Å):
C -0.232 -1.612 1.358  -1.076
C -0.524 -0.344 0.851  0.671
C 0.714 0.555 -1.014  0.660
C -1.733 0.459 1.254  -1.278
C 1.983 0.634 -1.854  -0.946
N 0.611 0.177 0.151  -0.399
Cl -0.872 0.683 -1.999  -0.274
H 0.617 -2.173 1.189  0.352
H -1.008 -2.056 1.887  0.306
H -2.693 0.141 0.903  0.325
H -1.757 0.309 2.322  0.380
H -1.775 1.491 1.048  0.377
H 1.840 -0.221 -2.531  0.280
H 2.063 1.486 -2.461  0.335
H 2.766 0.471 -1.104  0.287